Formula: C16H33BrN5O4
Source: OMol25
Level of theory: the ωB97M-V functional and the def2-TZVPD basis

Net charge: -1
HOMO-LUMO gap in eV: 8.8
HOMO level in eV: -5.941

Geometry as XYZ:
```
59
C16H33BrN5O4, DFT the ωB97M-V functional and the def2-TZVPD basis
Br 0.816 -16.934 7.359
C -2.331 -17.645 4.904
C -2.703 -16.182 5.069
O -3.705 -15.727 4.526
N -1.880 -15.475 5.846
C -2.104 -14.081 6.162
H -2.730 -18.181 5.768
H -1.243 -17.762 4.943
H -2.671 -18.088 3.975
H -1.071 -15.928 6.267
H -1.335 -13.767 6.863
H -3.061 -13.940 6.677
H -2.171 -13.488 5.251
C 1.621 -18.586 3.746
C 1.234 -19.938 4.316
O 1.068 -20.903 3.570
N 1.059 -19.985 5.646
C 0.660 -21.184 6.341
H 2.593 -18.655 3.261
H 1.656 -17.823 4.526
H 0.879 -18.319 2.996
H 1.158 -19.127 6.177
H 0.331 -21.928 5.626
H -0.080 -20.948 7.109
H 1.502 -21.581 6.923
C 3.644 -18.795 12.189
C 2.997 -18.095 11.004
O 3.106 -16.879 10.926
N 2.277 -18.817 10.121
C 1.929 -20.219 10.246
H 4.722 -18.660 12.098
H 3.390 -19.850 12.275
H 3.369 -18.282 13.108
H 1.903 -18.315 9.320
H 1.177 -20.467 9.500
H 1.597 -20.503 11.241
H 2.796 -20.842 9.979
C -1.501 -13.134 11.280
C -0.818 -14.070 10.301
O 0.398 -14.045 10.192
N -1.587 -14.904 9.557
C -3.026 -15.075 9.694
H -0.812 -12.353 11.573
H -1.832 -13.705 12.151
H -2.393 -12.682 10.835
H -1.111 -15.538 8.928
H -3.554 -14.431 8.985
H -3.351 -14.826 10.702
H -3.283 -16.111 9.483
N -1.383 -18.756 9.046
C -2.343 -19.711 8.874
C -2.811 -20.040 10.128
C -2.093 -19.277 11.078
C -1.204 -18.494 10.371
H -0.879 -18.215 8.340
H -2.591 -20.067 7.889
H -3.600 -20.753 10.316
H -2.253 -19.326 12.142
H -0.495 -17.740 10.676
```

---

Formula: C16H33BrNO5S
Source: OMol25
Level of theory: the ωB97M-V functional and the def2-TZVPD basis

Net charge: -1
HOMO-LUMO gap in eV: 4.0
HOMO level in eV: -1.956

Geometry as XYZ:
```
57
C16H33BrNO5S, DFT the ωB97M-V functional and the def2-TZVPD basis
N -2.830 1.467 2.520
C -1.507 0.713 2.751
S -0.255 1.746 1.756
Br -1.058 0.695 4.700
H -3.231 0.999 1.655
H -3.464 1.270 3.331
H -0.548 3.133 1.958
C 3.783 1.332 0.839
C 3.730 2.836 0.861
O 2.767 3.448 0.402
C 4.902 3.562 1.465
H 2.870 0.944 0.374
H 4.643 0.998 0.253
H 3.845 0.947 1.860
H 5.812 3.328 0.907
H 5.015 3.277 2.514
H 4.726 4.642 1.412
C -1.935 4.291 -1.952
C -1.356 2.985 -2.426
O -2.055 2.144 -2.988
C 0.111 2.748 -2.185
H -3.002 4.324 -2.193
H -1.817 4.378 -0.869
H -1.437 5.123 -2.457
H 0.319 2.766 -1.112
H 0.700 3.511 -2.700
H 0.390 1.765 -2.579
C 3.377 4.615 -3.838
C 2.659 5.784 -4.459
O 1.434 5.882 -4.406
C 3.498 6.827 -5.147
H 2.645 3.943 -3.378
H 3.923 4.063 -4.608
H 4.063 4.969 -3.064
H 4.050 6.374 -5.975
H 4.189 7.279 -4.432
H 2.846 7.611 -5.548
C -3.220 -4.044 1.292
C -2.797 -3.231 2.487
O -3.376 -2.189 2.788
C -1.637 -3.744 3.299
H -4.068 -3.554 0.802
H -2.395 -4.112 0.578
H -3.530 -5.042 1.613
H -0.742 -3.799 2.674
H -1.877 -4.728 3.709
H -1.444 -3.056 4.129
C -3.690 -9.180 2.102
C -2.650 -8.319 1.436
O -2.605 -7.105 1.631
C -1.667 -9.000 0.521
H -4.330 -8.554 2.732
H -4.311 -9.665 1.345
H -3.203 -9.929 2.732
H -2.198 -9.477 -0.306
H -1.091 -9.741 1.081
H -0.976 -8.255 0.112
```

---

Formula: C16H33ClP2Pt
Source: OMol25
Level of theory: the ωB97M-V functional and the def2-TZVPD basis

2S+1: 3
HOMO-LUMO gap (spin up / spin down) in eV: 5.0 / 4.6
Relative energy (zero: lowest compared OMol25 entry of this formula, charge and spin) in kcal per mole: 81.7
HOMO level (spin up / spin down) in eV: -5.513 / -5.294

Geometry as XYZ:
```
53
C16H33ClP2Pt, DFT the ωB97M-V functional and the def2-TZVPD basis
P -0.134 -1.850 -5.352
P 0.172 2.214 -5.323
C -0.428 -0.492 -6.580
C 0.347 0.885 -6.603
H -1.515 -0.308 -6.647
H -0.189 -0.984 -7.543
H 1.427 0.688 -6.738
H 0.046 1.389 -7.543
C -1.414 3.036 -5.692
H -1.652 3.731 -4.876
H -2.240 2.317 -5.798
H -1.327 3.617 -6.618
C 1.383 3.463 -5.832
H 1.053 3.906 -6.784
H 2.372 3.004 -5.974
H 1.428 4.250 -5.066
C -1.348 -3.084 -5.961
H -1.374 -3.948 -5.283
H -1.023 -3.415 -6.957
H -2.353 -2.634 -6.047
C 1.432 -2.635 -5.835
H 2.228 -1.893 -5.961
H 1.307 -3.179 -6.765
H 1.732 -3.347 -5.057
Pt 0.578 -0.056 0.998
C 0.345 2.025 -3.545
C -1.123 1.779 -3.347
C -1.773 0.557 -3.791
C -1.566 -0.738 -2.967
C -0.549 -1.717 -3.589
C 0.947 -1.534 -3.646
C 1.650 -0.218 -3.845
C 1.408 1.048 -2.968
C 0.460 -2.049 1.081
H 0.611 3.036 -3.188
H -1.609 2.381 -2.574
H -1.353 0.333 -4.792
H -2.860 0.774 -3.926
H -1.332 -0.511 -1.915
H -2.530 -1.276 -2.931
H -0.772 -2.752 -3.231
H 1.521 -2.217 -2.979
H 1.323 0.076 -4.860
H 2.747 -0.447 -3.922
H 1.171 0.784 -1.927
H 2.384 1.590 -2.931
H 1.074 -2.364 1.941
H 0.770 -2.508 0.123
H -0.626 -2.213 1.233
Cl -1.832 1.723 0.604
C -0.094 1.841 0.991
H 0.406 2.421 0.197
H 0.004 2.181 2.010
```

---

Formula: C16H33FN2O9S2
Source: OMol25
Level of theory: the ωB97M-V functional and the def2-TZVPD basis

SMILES: CC(C)=N[C@@H]1OC(=O)O[C@]1(F)CCCCN.CCOS(C)(=O)=O.CCOS(C)(=O)=O
HOMO-LUMO gap in eV: 9.4
HOMO level in eV: -8.995

Geometry as XYZ:
```
63
C16H33FN2O9S2, DFT the ωB97M-V functional and the def2-TZVPD basis
C -2.118 -1.808 -1.216
C -0.938 -0.885 -1.229
C 0.338 -1.434 -0.667
N -1.060 0.279 -1.762
C -0.634 1.361 -0.973
O -1.245 1.520 0.332
C -0.689 2.698 0.748
O -0.545 3.060 1.891
O -0.327 3.453 -0.342
C -0.869 2.759 -1.502
F -0.110 2.950 -2.599
C -2.267 3.315 -1.633
C -3.242 2.524 -2.525
C -4.646 2.578 -1.892
C -4.851 1.454 -0.861
N -5.137 2.032 0.459
H -1.919 -2.672 -0.592
H -3.020 -1.273 -0.956
H -2.245 -2.184 -2.234
H 0.289 -1.666 0.391
H 1.143 -0.744 -0.891
H 0.565 -2.331 -1.238
H 0.437 1.278 -0.725
H -2.730 3.486 -0.670
H -2.144 4.296 -2.088
H -2.978 1.477 -2.600
H -3.308 2.941 -3.524
H -4.797 3.533 -1.396
H -5.388 2.455 -2.677
H -5.640 0.771 -1.180
H -3.929 0.877 -0.810
H -5.757 2.820 0.335
H -5.607 1.365 1.054
C 5.782 0.030 -2.066
C 4.793 -0.407 -3.128
O 4.906 -1.812 -3.440
S 4.264 -2.852 -2.425
C 4.330 -4.259 -3.478
O 2.898 -2.484 -2.196
O 5.152 -3.047 -1.324
H 5.547 -0.414 -1.100
H 5.760 1.114 -1.958
H 6.792 -0.282 -2.332
H 3.767 -0.173 -2.838
H 4.992 0.115 -4.062
H 3.686 -4.086 -4.336
H 3.974 -5.110 -2.901
H 5.360 -4.416 -3.786
C -0.996 0.531 3.659
C 0.389 -0.077 3.691
O 0.810 -0.446 5.023
S 0.224 -1.789 5.637
C 1.349 -1.920 6.984
O 0.456 -2.857 4.712
O -1.088 -1.544 6.147
H -1.757 -0.207 3.916
H -1.211 0.910 2.670
H -1.075 1.346 4.377
H 0.459 -0.945 3.032
H 1.120 0.652 3.346
H 2.352 -2.062 6.592
H 1.046 -2.782 7.575
H 1.286 -1.014 7.581
```

---

Total energy readings, ordered: -3778.4164, -4032.5418, -1891.2373, -2312.2964 Ha